i) Computed, not measured: a cluster of 40 separate species, H80O40 in total, with ωB97M-V with the def2-TZVPD basis set.

The geometry in ORCA input format:
```
! RIJCOSX wB97M-V def2-TZVPD def2/J DEFGRID3
* xyz 1 2
H 0.230 3.521 4.086
H 0.731 4.889 3.213
O 0.777 3.972 3.464
H -2.242 2.117 3.270
H -0.823 1.931 3.086
O -1.493 2.583 2.867
H -3.013 -3.624 -4.874
H -4.347 -2.858 -4.471
O -3.798 -3.631 -4.324
H 1.982 -4.356 1.148
H 2.090 -3.363 2.598
O 2.100 -3.529 1.639
H 2.184 -0.691 3.901
H 1.143 -1.389 2.792
O 1.857 -0.808 3.009
H -1.621 -0.379 2.823
O -0.771 0.036 2.741
H 4.169 -1.733 0.409
O 3.931 -2.012 -0.521
H 2.139 -4.615 -2.207
H 0.889 -5.250 -2.018
O 1.812 -5.419 -1.771
H -2.206 -2.482 3.334
H -3.175 -3.008 4.506
O -3.050 -2.396 3.778
H 2.615 2.037 4.367
H 1.064 1.906 4.187
O 1.841 1.542 4.623
H 3.911 3.282 4.471
H 4.481 2.757 3.208
O 4.735 2.920 4.122
H 3.775 -2.405 3.203
O 3.948 -2.372 4.146
H -4.144 -2.673 -0.999
H -5.589 -2.801 -0.426
O -4.870 -2.186 -0.592
H -1.930 0.680 5.713
H -2.580 0.122 4.520
O -2.381 0.954 4.925
H 0.384 2.456 -5.444
H 1.757 2.144 -5.861
O 1.231 2.894 -5.579
H -4.520 3.875 -0.680
H -4.210 4.159 -2.141
O -4.948 4.024 -1.525
H 1.290 1.354 1.320
H 0.460 1.851 -0.139
O 0.836 1.964 0.741
H -1.009 0.859 -0.794
H -0.871 -0.414 0.001
O -1.245 0.487 0.064
H -2.896 -0.442 -1.452
O -2.645 -1.110 -2.106
H 1.568 -6.425 0.277
H 0.770 -5.718 1.355
O 1.560 -6.149 1.203
H 1.375 -0.403 -4.855
O 2.058 -0.285 -5.508
H -1.677 3.900 1.278
H -1.887 2.571 0.578
O -1.775 3.506 0.404
H -0.865 -2.860 -0.360
H -2.172 -2.188 -0.130
O -1.491 -2.663 0.337
H -3.380 1.453 -2.752
H -2.925 2.912 -2.984
O -3.541 2.218 -3.299
H 0.324 3.210 -1.916
H 0.663 1.833 -2.504
O 0.114 2.263 -1.843
H -4.562 -1.109 1.126
H -4.253 -1.181 2.560
O -4.476 -0.521 1.886
H -1.893 5.103 -2.504
H -2.086 4.216 -1.164
O -2.248 4.293 -2.128
H 0.380 4.781 -2.283
H 1.750 4.923 -3.128
O 1.336 4.835 -2.266
H 4.237 3.065 -2.055
H 3.864 1.687 -2.675
O 3.856 2.627 -2.820
H 1.429 -3.083 4.633
H 0.456 -3.962 3.990
O 0.834 -3.076 3.878
H -0.659 -0.713 -2.919
H 0.115 0.294 -3.725
O -0.174 -0.620 -3.756
H -2.761 -4.144 -2.662
O -2.449 -3.748 -1.831
H 6.015 -0.423 2.018
H 4.747 -0.296 2.439
O 5.213 -0.033 1.616
H -3.254 -0.951 -2.848
H -0.638 0.600 1.972
H 2.352 -1.149 -5.772
H 2.953 -1.836 -0.502
H 3.286 -2.945 4.529
H -2.287 -2.821 -2.099
O -3.384 -0.383 -4.539
H -3.515 -0.858 -5.362
H -2.986 0.477 -4.707
O 0.869 -1.373 0.318
H 1.059 -2.240 0.712
H 0.779 -0.669 0.965
O 1.770 -2.546 -3.083
H 0.843 -2.340 -3.104
H 2.305 -1.753 -3.025
O -3.901 -5.288 0.592
H -3.619 -5.529 -0.292
H -3.565 -4.431 0.791
O 1.602 6.600 1.329
H 2.558 6.464 1.379
H 1.517 6.522 0.372
O 3.866 2.937 0.968
H 4.453 3.630 0.778
H 2.937 2.756 0.876
O 3.019 0.447 -1.059
H 3.313 0.137 -0.187
H 2.288 1.083 -0.861
*
```

## Properties
LUMO (alpha / beta): -3.13 / -10.12 eV
HOMO level (alpha / beta): -12.049 / -12.049 eV
orbital gap (alpha / beta): 8.92 / 1.93 eV

Results of the Mulliken charge analysis, in e, for atoms 1 through 99: 0.249 0.246 -0.588 0.296 0.081 -0.458 0.318 0.273 -0.610 0.288 0.199 -0.575 0.257 -0.197 -0.150 -0.131 0.221 0.436 -0.358 0.274 0.318 -0.592 0.284 0.273 -0.615 0.142 0.250 -0.572 0.357 0.330 -0.638 0.321 -0.600 0.396 0.271 -0.619 0.291 0.265 -0.593 0.283 0.313 -0.596 0.295 0.384 -0.619 0.087 -0.306 0.838 0.097 -0.193 0.101 0.023 0.419 0.302 0.311 -0.656 0.310 -0.615 0.222 0.135 -0.585 0.147 -0.187 -0.300 0.277 0.419 -0.707 -0.192 -0.088 0.372 0.326 0.276 -0.571 0.253 0.364 -0.598 0.245 0.288 -0.633 0.295 0.250 -0.546 0.231 0.289 -0.524 0.169 0.296 -0.625 0.227 -0.545 0.347 0.273 -0.580 0.130 0.161 0.292 0.208 0.267 0.046

***

ii) Computed, not measured: a cluster of 40 separate species, H80O40 in total, with ωB97M-V with the def2-TZVPD basis set.

The geometry in ORCA input format:
```
! RIJCOSX wB97M-V def2-TZVPD def2/J DEFGRID3
* xyz 1 2
H 3.347 3.200 -4.205
H 2.719 2.530 -3.071
O 2.563 2.678 -4.053
H -4.899 0.567 2.927
H -4.234 0.831 1.618
O -5.080 0.826 2.026
H -4.109 -0.389 -2.952
H -5.503 -0.551 -2.462
O -4.788 0.148 -2.451
H 1.180 5.655 -1.991
H 1.030 6.639 -0.775
O 1.438 6.500 -1.622
H -4.258 -4.815 0.857
H -2.550 -4.627 0.696
O -3.473 -4.819 0.390
H 2.596 -2.034 -0.745
O 2.600 -2.596 -0.016
H 0.271 -1.390 1.904
O 0.909 -1.796 2.471
H 2.378 2.297 0.141
H 1.571 2.541 -1.204
O 2.513 2.614 -0.790
H -5.449 -1.398 1.725
H -6.457 -2.164 0.932
O -5.631 -2.271 1.428
H -1.928 1.026 -0.653
H -2.272 2.042 0.538
O -2.176 1.142 0.218
H 1.644 4.646 2.901
H 0.728 5.457 1.862
O 1.609 5.098 2.024
H 5.807 0.092 0.193
O 6.579 0.534 -0.292
H -0.517 0.237 -4.717
H 0.837 1.161 -4.412
O 0.029 0.983 -4.978
H 0.024 -2.266 5.407
H -0.170 -2.221 3.694
O -0.569 -2.272 4.650
H 2.853 -5.111 2.782
H 3.078 -3.869 1.884
O 2.641 -4.205 2.667
H 4.160 -0.553 1.912
H 3.407 -0.375 0.667
O 4.252 -0.010 1.057
H 5.587 -2.207 2.207
H 4.894 -3.275 3.100
O 5.319 -3.129 2.264
H -2.204 -0.014 2.625
H -1.020 0.154 1.697
O -1.326 -0.479 2.457
H -2.972 2.695 -3.396
O -2.412 2.442 -2.665
H -0.624 2.847 -0.888
H -0.302 1.920 -2.187
O -0.126 2.159 -1.289
H -3.334 -3.528 1.921
O -2.394 -3.307 1.804
H 2.039 -4.361 -2.122
H 0.591 -4.816 -1.758
O 1.518 -4.778 -1.414
H -0.519 -4.330 0.391
H -1.106 -3.000 0.337
O -0.259 -3.421 0.372
H -5.287 -3.669 -1.637
H -4.870 -3.641 -0.142
O -5.647 -3.750 -0.765
H 2.276 2.750 1.982
H 2.931 1.408 1.640
O 2.058 1.893 1.634
H -1.766 0.907 -2.672
H -1.793 -0.650 -2.784
O -1.143 0.112 -2.735
H -1.114 4.461 -2.522
H -0.317 3.485 -3.380
O -0.263 4.335 -2.987
H 3.071 0.544 -1.804
H 2.246 0.607 -0.556
O 2.404 0.032 -1.414
H 0.307 -3.564 -4.405
H -0.502 -4.881 -4.356
O -0.446 -4.003 -3.979
H -4.538 2.778 -0.935
H -4.478 3.442 0.406
O -3.999 3.346 -0.388
H -3.555 -3.352 -1.298
H -2.843 -2.424 -0.321
O -3.370 -2.450 -1.142
H 2.337 -0.909 -3.632
O 1.795 -1.711 -3.553
H 0.470 3.204 3.052
H 0.849 2.504 4.420
O 0.863 3.390 3.986
H -2.720 2.609 -1.743
H 1.902 -3.170 0.135
H -1.963 -3.132 2.635
H 0.595 -2.721 2.595
H 5.976 0.972 -0.860
H 1.382 -1.862 -2.744
O -2.078 -0.126 5.458
H -1.538 -0.911 5.207
H -2.364 0.048 4.564
O -0.930 5.499 -0.221
H -0.111 5.068 -0.466
H -1.139 5.118 0.620
O 4.681 4.183 -1.292
H 4.000 4.023 -0.599
H 5.473 4.053 -0.675
O 2.581 -0.105 3.306
H 1.995 0.630 3.098
H 2.332 -0.979 2.964
O -1.350 5.129 2.391
H -2.087 4.627 2.770
H -1.624 6.024 2.523
O -2.091 -2.111 -3.668
H -1.262 -2.678 -3.704
H -2.476 -2.125 -4.549
O 3.956 -5.414 0.992
H 3.450 -5.965 0.385
H 4.331 -4.765 0.457
*
```

## Properties
LUMO (alpha / beta): -3.50 / -10.08 eV
HOMO level (alpha / beta): -12.407 / -12.406 eV
orbital gap (alpha / beta): 8.91 / 2.32 eV

Results of the Mulliken charge analysis, in e, for atoms 1 through 99: 0.303 0.210 -0.676 0.338 0.289 -0.701 0.222 0.304 -0.568 0.288 0.343 -0.606 0.268 0.431 -0.748 0.063 -0.257 -0.126 0.291 0.263 0.212 0.351 0.299 0.292 -0.574 -0.329 0.132 0.160 0.430 0.299 -0.610 0.394 -0.650 0.415 0.351 -0.326 0.287 0.124 -0.795 0.282 0.344 -0.569 0.289 0.277 -0.689 0.277 0.325 -0.577 -0.047 0.173 0.026 0.229 -0.543 -0.202 -0.523 0.999 0.294 -0.558 0.271 0.261 -0.526 0.246 -0.167 -0.071 0.272 0.592 -0.653 0.368 0.320 -0.770 0.320 0.105 -0.129 0.302 0.273 -0.578 0.252 -0.265 -0.123 0.312 0.279 -0.658 0.250 0.289 -0.658 0.266 0.176 -0.455 0.244 -0.598 0.224 0.337 -0.685 0.225 0.231 0.180 0.437 0.293 0.278

***

iii) Computed, not measured: a cluster of 40 separate species, H80O40 in total, with ωB97M-V with the def2-TZVPD basis set.

The geometry in ORCA input format:
```
! RIJCOSX wB97M-V def2-TZVPD def2/J DEFGRID3
* xyz 1 2
H -0.291 0.637 -1.962
H 0.848 0.203 -0.861
O 0.601 0.337 -1.764
H 0.099 2.657 -2.465
H -0.672 3.840 -3.074
O -0.112 3.583 -2.344
H -1.500 0.594 5.184
H -2.096 1.903 5.783
O -1.661 1.077 6.005
H 1.020 -2.833 0.967
H 0.373 -3.582 2.187
O 1.075 -2.981 1.922
H 1.837 -1.077 4.124
H 1.654 -1.578 2.703
O 1.615 -0.747 3.245
H 3.167 1.899 0.616
O 2.677 2.516 1.179
H 1.582 -2.017 -1.423
O 1.975 -2.892 -1.462
H -0.888 -4.592 -2.748
H 0.264 -5.665 -2.584
O 0.036 -4.792 -2.901
H -4.967 -0.487 1.672
H -5.637 -0.233 2.905
O -5.102 0.267 2.262
H 3.403 -3.954 3.272
H 3.264 -2.884 2.386
O 3.122 -3.032 3.333
H -0.519 0.531 -5.633
H -0.755 1.437 -6.845
O -0.366 0.601 -6.583
H -5.251 -1.984 -3.627
O -5.011 -1.964 -2.690
H -3.069 -4.997 -1.929
H -4.488 -3.984 -2.070
O -3.975 -4.777 -2.111
H 0.423 5.317 1.507
H 1.510 4.118 1.299
O 0.867 4.547 1.881
H -1.900 3.888 -1.015
H -3.445 3.417 -0.540
O -2.811 4.102 -0.768
H 3.178 -3.008 -2.824
H 4.138 -2.038 -3.502
O 3.384 -2.600 -3.682
H -2.439 -1.201 -4.701
H -1.199 -1.077 -3.888
O -1.962 -0.545 -4.172
H -2.751 3.372 -3.599
H -3.998 2.384 -3.455
O -3.192 2.551 -3.943
H 4.810 -2.606 0.653
O 4.471 -2.078 -0.078
H -1.491 3.676 3.387
H -0.156 3.500 2.599
O -0.961 3.031 2.917
H -3.010 -1.735 3.219
O -3.760 -2.332 3.306
H 5.968 2.544 -0.373
H 4.643 3.263 0.184
O 5.363 3.277 -0.443
H -5.957 0.874 -1.322
H -5.357 -0.500 -1.699
O -5.134 0.379 -1.350
H -2.106 5.384 -3.218
H -3.368 5.048 -2.369
O -2.993 5.025 -3.276
H 5.983 -0.321 -3.542
H 6.213 0.356 -2.141
O 5.557 0.157 -2.826
H -0.559 -0.093 2.786
H -1.313 1.330 2.908
O -1.072 0.492 3.347
H -3.034 1.026 -1.682
H -2.049 1.075 -2.814
O -2.095 1.161 -1.853
H 4.367 -0.514 3.551
H 4.096 0.539 4.411
O 4.683 0.411 3.638
H 3.030 4.056 -1.451
H 2.906 2.795 -2.227
O 2.747 3.134 -1.334
H 3.203 -4.414 -1.245
H 2.553 -5.330 -0.222
O 3.349 -5.228 -0.746
H -1.762 -1.178 -1.797
H -1.453 -2.216 -0.945
O -1.620 -2.147 -1.896
H 1.120 -2.535 6.151
O 1.375 -3.417 5.861
H 0.619 0.896 0.992
H -0.291 2.060 0.903
O -0.319 1.095 0.858
H 4.362 -1.149 0.132
H 2.767 2.076 2.034
H -3.766 -2.607 4.228
H 1.286 -3.348 -1.976
H -4.110 -2.293 -2.616
H 1.760 -3.205 5.005
O -3.483 -2.543 0.609
H -4.180 -2.755 1.245
H -3.397 -1.636 0.943
O 2.823 -0.099 -0.670
H 2.344 -0.923 -0.704
H 3.445 -0.044 -1.387
O 4.046 1.637 -4.665
H 4.911 1.323 -4.424
H 3.363 0.966 -4.568
O 1.428 3.991 4.593
H 2.159 4.200 3.990
H 1.585 3.114 4.953
O 1.018 1.196 4.688
H 0.571 1.085 5.560
H 0.361 0.910 3.951
O -4.222 3.194 1.907
H -3.732 3.702 2.559
H -3.954 2.274 1.874
O -2.233 -5.281 -0.042
H -3.195 -5.409 -0.006
H -2.351 -4.307 -0.032
*
```

## Properties
LUMO (alpha / beta): -3.33 / -9.90 eV
HOMO level (alpha / beta): -12.306 / -12.306 eV
orbital gap (alpha / beta): 8.98 / 2.41 eV

Results of the Mulliken charge analysis, in e, for atoms 1 through 99: -0.105 0.035 0.283 0.243 0.269 -0.688 0.267 0.311 -0.630 0.164 0.173 -0.329 0.136 0.032 -0.105 0.077 -0.388 0.209 -0.321 0.281 0.303 -0.656 0.267 0.319 -0.529 0.287 0.154 -0.559 0.331 0.305 -0.642 0.300 -0.711 0.338 0.325 -0.658 0.277 0.235 -0.593 0.376 0.280 -0.694 0.361 0.256 -0.651 0.244 0.262 -0.544 0.418 0.226 -0.665 0.250 -0.492 0.161 0.217 -0.397 0.297 -0.602 0.264 0.325 -0.572 0.262 0.305 -0.498 0.296 0.376 -0.634 0.316 0.249 -0.571 0.051 0.199 -0.156 -0.062 0.116 -0.018 0.311 0.293 -0.600 0.221 0.199 -0.332 0.419 0.267 -0.650 0.129 -0.071 0.069 0.295 -0.623 0.100 0.051 -0.419 0.232 0.188 0.272 0.367 0.316 0.332

***

iv) Computed, not measured: a structure of composition H80O40, with ωB97M-V with the def2-TZVPD basis set.

The geometry in ORCA input format:
```
! RIJCOSX wB97M-V def2-TZVPD def2/J DEFGRID3
* xyz 1 2
H 0.150 0.091 3.089
H -0.732 0.035 1.996
O 0.148 0.400 2.133
H 2.339 5.760 -0.375
H 2.662 4.912 -1.759
O 2.076 5.135 -1.045
H -2.472 -3.374 -1.470
H -2.101 -2.066 -2.135
O -1.790 -2.689 -1.447
H 0.784 2.042 5.092
H 0.142 2.288 6.425
O 0.392 2.750 5.618
H 5.409 1.036 -0.135
H 6.185 2.195 -0.661
O 5.296 1.963 -0.353
H 1.349 -1.785 -4.152
O 1.103 -2.591 -3.701
H 0.174 -1.191 5.467
O 0.288 -1.452 4.534
H -1.504 -4.108 -0.138
H -1.716 -5.405 0.944
O -2.002 -4.624 0.485
H -2.762 4.153 0.470
H -2.084 3.900 -0.921
O -2.406 3.482 -0.121
H 5.478 -0.514 -2.242
H 5.769 -0.983 -0.765
O 6.048 -0.382 -1.475
H 1.879 -0.560 2.415
H 1.019 -1.411 1.420
O 1.797 -1.400 1.975
H 2.129 1.198 -1.718
O 2.979 0.959 -2.139
H -1.285 -2.621 1.861
H -0.492 -2.962 3.065
O -1.469 -2.982 2.798
H -2.380 2.028 3.230
H -1.908 2.000 4.806
O -2.441 2.383 4.113
H -2.823 -4.182 2.525
H -2.084 -3.436 3.684
O -2.746 -4.170 3.492
H -3.118 -2.198 0.368
H -3.613 -3.168 1.428
O -3.470 -2.237 1.278
H -1.533 -1.845 0.195
H -0.132 -1.166 -0.259
O -0.656 -1.510 0.482
H 0.686 -5.145 1.792
H 1.638 -4.050 2.190
O 1.050 -4.779 2.604
H -3.453 -1.245 1.431
O -3.384 -0.294 1.316
H -3.203 1.503 -4.613
H -2.533 0.149 -5.168
O -2.810 1.038 -5.366
H 1.305 -1.794 -2.169
O 1.308 -1.188 -1.417
H -5.283 1.261 -1.298
H -5.898 2.595 -0.694
O -5.710 2.095 -1.505
H -1.116 3.877 1.711
H -1.875 4.345 3.034
O -1.356 4.605 2.273
H 0.828 3.818 -0.153
H 1.230 3.963 1.264
O 0.686 3.391 0.696
H -0.314 -3.930 -1.721
H -0.171 -5.446 -1.815
O -0.050 -4.708 -1.199
H 0.476 0.573 -6.478
H -0.329 -0.764 -6.593
O -0.157 0.002 -6.028
H -4.550 2.423 -2.781
H -3.055 2.319 -2.943
O -3.855 2.548 -3.446
H -2.076 1.460 -0.305
H -1.104 1.381 -1.117
O -2.098 1.401 -1.273
H -2.740 4.456 -4.241
H -1.567 5.477 -3.872
O -2.055 4.686 -3.585
H 4.963 -2.189 2.005
H 3.495 -1.979 2.252
O 4.376 -1.630 2.543
H 2.901 -0.832 4.473
H 4.279 -1.376 4.891
O 3.368 -1.152 5.247
H 2.044 3.669 3.122
O 2.705 3.892 2.464
H 0.717 1.857 0.108
H 1.348 0.509 0.214
O 0.843 1.053 -0.425
H -2.465 0.002 1.384
H 1.968 -2.539 -3.197
H 1.505 -0.372 -1.850
H 0.855 -2.237 4.649
H 3.595 1.018 -1.402
H 3.557 3.430 2.593
O -4.892 2.307 2.105
H -5.723 2.769 2.037
H -4.908 1.357 2.185
O 2.351 -3.293 0.094
H 2.231 -2.537 -0.495
H 1.934 -3.998 -0.475
O -4.383 -0.848 -0.983
H -3.612 -0.321 -0.621
H -4.909 -1.000 -0.195
O 5.371 -3.267 0.660
H 4.575 -3.421 0.093
H 4.961 -3.966 1.221
O 0.481 3.710 -5.153
H -0.387 3.315 -4.977
H 0.705 3.922 -4.205
O 1.249 0.086 -3.752
H 0.427 0.535 -4.031
H 1.918 0.713 -4.044
O 3.548 -2.144 -2.270
H 2.988 -2.507 -1.594
H 3.294 -1.246 -2.492
*
```

## Properties
LUMO (alpha / beta): -3.43 / -8.65 eV
HOMO level (alpha / beta): -12.031 / -12.031 eV
orbital gap (alpha / beta): 8.60 / 3.38 eV

Results of the Mulliken charge analysis, in e, for atoms 1 through 99: 0.068 -0.136 -0.920 0.272 0.292 -0.600 0.329 0.141 -0.795 0.291 0.299 -0.604 0.228 0.325 -0.591 0.355 -0.734 0.231 -0.401 0.221 0.327 -0.595 0.292 0.145 -0.423 0.268 0.367 -0.635 0.162 -0.448 0.440 0.302 -0.729 0.082 0.438 -0.303 0.308 0.246 -0.598 0.263 0.449 -0.331 -0.142 0.547 -0.666 -0.855 -0.682 3.877 0.339 0.266 -0.703 0.708 -0.754 0.470 0.234 -0.640 -0.300 0.638 0.318 0.287 -0.691 0.287 0.352 -0.643 0.249 0.034 -0.039 0.287 0.277 -0.643 0.267 0.255 -0.467 0.421 0.268 -0.807 -0.073 -0.122 0.062 0.306 0.269 -0.543 0.467 0.183 -0.647 0.293 0.342 -0.653 0.287 -0.648 0.019 -0.153 0.448 -0.114 0.598 -0.198 0.317 0.177 0.303

***

Which is most stable, and by how much? iii), by 48.3 kJ/mol.